{
  "formula": "C31H56N2O13P2",
  "method": "the ωB97M-V functional and the def2-TZVPD basis",
  "smiles": "C#CO[P@@](=O)(Oc1ccncc1)OP(N)O.CC(C)=O.CC(C)=O.CC(C)=O.CC(C)=O.CC(C)=O.CC(C)=O.CC(C)=O.CC(C)=O",
  "homo_lumo_gap_ev": 9.241,
  "total_energy_ev": -81232.144,
  "homo_energy_ev": -8.7,
  "largest_force_ev_per_a": 1.308,
  "lumo_energy_ev": 0.545,
  "species": ["P", "P", "O", "O", "O", "O", "O", "O", "O", "O", "O", "O", "O", "O", "O", "N", "N", "C", "C", "C", "C", "C", "C", "C", "C", "C", "C", "C", "C", "C", "C", "C", "C", "C", "C", "C", "C", "C", "C", "C", "C", "C", "C", "C", "C", "C", "C", "C", "H", "H", "H", "H", "H", "H", "H", "H", "H", "H", "H", "H", "H", "H", "H", "H", "H", "H", "H", "H", "H", "H", "H", "H", "H", "H", "H", "H", "H", "H", "H", "H", "H", "H", "H", "H", "H", "H", "H", "H", "H", "H", "H", "H", "H", "H", "H", "H", "H", "H", "H", "H", "H", "H", "H", "H"],
  "coordinates": [[6.967, 0.572, 0.413], [5.648, 3.134, 1.072], [1.771, -0.663, 2.793], [2.696, 1.987, -5.283], [-9.414, 2.173, -1.997], [7.004, 0.277, 2.010], [-5.482, 0.918, 1.297], [8.085, 0.033, -0.343], [-7.733, -5.439, 4.650], [6.817, 2.128, 0.318], [-3.174, -2.061, 3.817], [4.808, 5.411, -3.855], [7.726, 1.202, -4.268], [5.554, 0.012, -0.030], [4.543, 2.133, 1.701], [6.413, 3.540, 2.538], [4.465, -3.816, 1.238], [5.143, -3.609, 0.116], [-6.792, 2.324, 2.694], [-5.358, -1.739, 2.936], [0.628, -0.395, 2.495], [0.504, 2.148, -6.192], [-4.756, -3.707, 4.478], [1.128, 3.093, -3.882], [-7.536, -7.527, 3.529], [5.518, -2.363, -0.357], [-7.525, 1.656, 0.323], [-0.408, -1.458, 2.259], [8.005, -0.425, 2.504], [-10.992, 3.902, -2.416], [0.173, 1.037, 2.345], [5.562, 3.420, -4.943], [-6.497, 1.565, 1.420], [9.452, 0.064, -3.071], [1.560, 2.368, -5.134], [-4.314, -2.461, 3.750], [-10.552, 2.464, -2.277], [-11.607, 1.408, -2.505], [8.540, -0.759, -5.328], [8.866, -1.099, 2.986], [6.507, 4.192, -2.714], [-6.497, -7.085, 5.839], [4.143, -2.735, 1.937], [5.186, -1.266, 0.408], [-7.301, -6.566, 4.671], [5.543, 4.448, -3.843], [8.495, 0.268, -4.219], [4.489, -1.442, 1.581], [0.941, 1.621, -7.037], [0.330, 2.539, -3.385], [9.259, -0.894, -2.588], [-6.398, -6.304, 6.588], [5.709, 3.652, 3.258], [-0.198, 1.206, 1.333], [-0.317, 1.557, -5.784], [-6.582, -7.850, 3.109], [0.108, 3.106, -6.531], [0.756, 4.087, -4.135], [6.269, 3.236, -2.246], [7.526, 4.145, -3.100], [1.975, 3.191, -3.208], [4.903, 1.585, 2.416], [-6.896, 3.388, 2.480], [-5.558, -3.469, 5.178], [-3.913, -4.128, 5.023], [-5.130, -4.441, 3.764], [4.202, -0.610, 2.203], [-7.723, 1.966, 3.135], [-8.484, 1.272, 0.675], [8.314, -1.749, -4.930], [6.438, 4.985, -1.971], [-7.660, 2.693, 0.015], [-0.634, 1.246, 3.048], [-6.994, -7.949, 6.282], [-12.424, 1.534, -1.793], [-11.168, 0.422, -2.377], [5.321, 2.439, -4.540], [-10.147, 4.561, -2.230], [-8.122, -7.037, 2.756], [-0.800, -1.378, 1.243], [6.053, -2.255, -1.290], [7.810, -0.504, -6.092], [-11.372, 4.082, -3.423], [6.555, 3.379, -5.391], [-5.504, -7.391, 5.504], [4.830, 3.681, -5.703], [-5.979, 2.178, 3.402], [-12.010, 1.494, -3.515], [-11.786, 4.123, -1.701], [10.480, 0.075, -3.442], [-1.232, -1.343, 2.964], [6.894, 4.425, 2.415], [-8.073, -8.408, 3.885], [9.322, 0.851, -2.337], [9.536, -0.783, -5.774], [3.568, -2.885, 2.841], [-6.179, -1.426, 3.585], [-4.923, -0.865, 2.462], [1.006, 1.709, 2.539], [-7.205, 1.074, -0.536], [5.416, -4.488, -0.455], [-5.753, -2.406, 2.168], [0.041, -2.439, 2.395], [9.598, -1.756, 3.389]]
}

=====

{
  "formula": "C31H57BrIN5O11P3",
  "method": "the ωB97M-V functional and the def2-TZVPD basis",
  "homo_lumo_gap_ev": 5.966,
  "total_energy_ev": -169050.884,
  "homo_energy_ev": -10.4,
  "largest_force_ev_per_a": 4.991,
  "lumo_energy_ev": -4.399,
  "total_charge": 1,
  "species": ["I", "Br", "P", "P", "P", "O", "O", "O", "O", "O", "O", "O", "O", "O", "O", "O", "N", "N", "N", "N", "N", "C", "C", "C", "C", "C", "C", "C", "C", "C", "C", "C", "C", "C", "C", "C", "C", "C", "C", "C", "C", "C", "C", "C", "C", "C", "C", "C", "C", "C", "C", "C", "H", "H", "H", "H", "H", "H", "H", "H", "H", "H", "H", "H", "H", "H", "H", "H", "H", "H", "H", "H", "H", "H", "H", "H", "H", "H", "H", "H", "H", "H", "H", "H", "H", "H", "H", "H", "H", "H", "H", "H", "H", "H", "H", "H", "H", "H", "H", "H", "H", "H", "H", "H", "H", "H", "H", "H", "H"],
  "coordinates": [[4.598, 4.950, -4.328], [-0.808, -1.585, -2.777], [-1.457, -3.065, 5.210], [2.390, -2.592, -3.232], [-0.054, 1.369, -5.262], [-0.534, -4.257, 5.735], [-2.573, -3.961, 4.427], [2.604, -2.759, -6.900], [1.543, -3.610, -4.180], [2.881, 2.966, -5.637], [-0.116, 2.959, -5.581], [2.241, -0.587, -6.387], [-2.334, -2.817, 6.506], [-3.525, 1.986, 0.596], [-5.489, 2.554, -0.357], [-0.783, -2.303, 4.145], [-1.475, 1.128, -4.323], [1.346, 1.165, -4.143], [0.590, -0.396, -2.430], [2.696, 1.185, 2.571], [2.192, -0.975, -4.017], [1.926, 3.581, -3.504], [1.448, 2.823, 3.341], [1.836, -1.846, -6.807], [1.617, 0.614, 3.165], [0.565, -3.550, 7.804], [1.346, -0.086, -3.528], [-3.603, -2.125, 6.389], [-4.714, -3.086, 6.733], [-2.883, 4.319, 0.053], [3.789, 0.459, 1.932], [2.579, 0.395, -0.283], [0.728, -3.963, 6.354], [-4.531, 1.831, -0.287], [-2.455, -4.498, 2.076], [2.999, -0.628, -5.208], [0.413, 2.128, -1.994], [1.535, 2.171, -3.043], [-3.046, -3.590, 3.134], [4.131, -3.001, -3.530], [2.603, 2.546, 2.664], [-3.371, 3.330, 1.106], [2.937, 3.597, -4.636], [-1.358, 4.511, 0.056], [0.380, -1.954, -7.155], [0.272, 0.687, -1.459], [-4.362, 0.620, -1.167], [3.229, -0.447, 0.845], [0.642, 3.141, -0.861], [1.048, 0.379, -0.177], [-0.592, 3.172, 0.082], [0.808, 1.601, 3.659], [-2.801, -4.208, 1.081], [-1.105, 5.121, -0.816], [-3.335, 5.283, 0.296], [0.296, -2.495, -8.094], [4.040, -1.045, 0.424], [1.090, 3.808, 3.592], [-1.298, 2.399, -0.218], [1.071, 4.197, -3.782], [-0.244, 3.000, 1.099], [4.347, -0.113, 2.675], [-4.314, 3.632, 1.558], [-4.817, -0.256, -0.704], [4.780, -2.140, -3.668], [-0.085, -2.550, -6.368], [-5.672, -2.567, 6.754], [0.719, 4.145, -1.276], [0.857, -3.983, -3.613], [2.487, -1.148, 1.226], [-0.523, 2.466, -2.450], [2.420, 1.832, -2.489], [-0.032, -4.283, 8.345], [1.539, -3.457, 8.285], [-2.822, -2.545, 2.917], [-3.733, -1.710, 5.387], [-4.895, 0.802, -2.097], [3.497, 0.325, -5.066], [-3.585, -1.295, 7.094], [-3.220, 4.027, -0.942], [-1.366, -4.456, 2.099], [-0.544, 3.455, -4.870], [2.935, 0.031, -1.251], [-1.938, 1.994, -4.060], [-1.078, 5.111, 0.925], [0.769, -0.642, 0.100], [0.052, -2.589, 7.884], [3.339, 3.232, 2.281], [-0.776, 0.560, -1.189], [3.772, -1.380, -5.349], [1.317, -4.876, 6.289], [-4.134, -3.696, 3.152], [-3.316, 0.414, -1.394], [-2.658, 3.251, 1.926], [-2.748, -5.532, 2.258], [4.201, -3.619, -4.432], [1.561, 2.945, -0.310], [-0.067, -0.967, -7.218], [2.968, 1.409, -0.155], [4.429, -3.633, -2.696], [1.478, -0.455, 3.203], [0.738, 1.016, 0.649], [-4.769, -3.895, 6.005], [-0.121, 1.452, 4.182], [-2.099, 0.583, -4.909], [4.442, 1.215, 1.500], [1.250, -3.189, 5.784], [-4.535, -3.539, 7.708], [2.387, 4.073, -2.653]]
}